Computed, not measured: a 9-piece molecular cluster, C90H90N4O11 overall in a non-equilibrium geometry, with ωB97M-V with the def2-TZVPD basis set.

Molecular weight ... 1403.7 g/mol
Net charge ... 0
Gap between HOMO and LUMO ... 6.82 eV
SMILES ... O=C1c2ccccc2C(=O)c2ccccc21.O=C1c2ccccc2C(=O)c2ccccc21.O=C1c2ccccc2C(=O)c2ccccc21.O=C1c2ccccc2C(=O)c2ccccc21.O=C1c2ccccc2C(=O)c2ccccc21.CCN(CC)CC.CCN(CC)CC.CCN(CC)CC.CC(N)=O

Last columns: bonded neighbours and bond lengths (Å).
Geometry (Å):
1 O 0.288 -22.945 -18.120  C2 1.237
2 C 1.110 -22.544 -18.954  O1 1.237, C3 1.481, C16 1.512
3 C 0.742 -21.540 -19.979  C2 1.481, C4 1.413, C8 1.404
4 C -0.583 -21.053 -20.014  C3 1.413, C5 1.329, H17 1.080
5 C -1.036 -20.131 -20.858  C4 1.329, C6 1.363, H18 1.080
6 C -0.181 -19.647 -21.804  C5 1.363, C7 1.418, H19 1.080
7 C 1.207 -19.929 -21.733  C6 1.418, C8 1.427, H20 1.080
8 C 1.669 -20.958 -20.860  C3 1.404, C7 1.427, C9 1.520
9 C 3.050 -21.579 -20.984  C8 1.520, O10 1.169, C11 1.463
10 O 3.772 -21.278 -21.853  C9 1.169
11 C 3.484 -22.535 -19.966  C9 1.463, C12 1.378, C16 1.386
12 C 4.787 -22.981 -19.951  C11 1.378, C13 1.356, H21 1.080
13 C 5.239 -23.754 -18.934  C12 1.356, C14 1.382, H22 1.080
14 C 4.339 -24.197 -17.983  C13 1.382, C15 1.369, H23 1.080
15 C 3.060 -23.716 -17.902  C14 1.369, C16 1.436, H24 1.080
16 C 2.577 -22.907 -18.985  C2 1.512, C11 1.386, C15 1.436
17 H -1.250 -21.501 -19.293  C4 1.080
18 H -2.044 -19.744 -20.833  C5 1.080
19 H -0.478 -18.896 -22.521  C6 1.080
20 H 1.838 -19.366 -22.405  C7 1.080
21 H 5.514 -22.730 -20.710  C12 1.080
22 H 6.259 -24.105 -18.993  C13 1.080
23 H 4.767 -24.804 -17.199  C14 1.080
24 H 2.548 -24.014 -16.999  C15 1.080
25 O 3.305 -18.415 -27.374  C26 1.208
26 C 3.628 -17.395 -27.935  O25 1.208, C27 1.459, C40 1.525
27 C 4.289 -17.400 -29.236  C26 1.459, C28 1.365, C32 1.403
28 C 4.716 -18.576 -29.782  C27 1.365, C29 1.343, H41 1.080
29 C 5.366 -18.628 -30.956  C28 1.343, C30 1.390, H42 1.080
30 C 5.446 -17.478 -31.734  C29 1.390, C31 1.411, H43 1.080
31 C 4.844 -16.287 -31.276  C30 1.411, C32 1.396, H44 1.080
32 C 4.471 -16.198 -29.934  C27 1.403, C31 1.396, C33 1.478
33 C 4.222 -14.880 -29.311  C32 1.478, O34 1.226, C35 1.479
34 O 4.327 -13.845 -29.959  C33 1.226
35 C 3.782 -14.842 -27.900  C33 1.479, C36 1.430, C40 1.420
36 C 3.777 -13.588 -27.211  C35 1.430, C37 1.439, H45 1.080
37 C 3.481 -13.605 -25.802  C36 1.439, C38 1.388, H46 1.080
38 C 3.230 -14.817 -25.177  C37 1.388, C39 1.388, H47 1.080
39 C 3.212 -16.030 -25.852  C38 1.388, C40 1.403, H48 1.080
40 C 3.452 -16.052 -27.234  C26 1.525, C35 1.420, C39 1.403
41 H 4.767 -19.542 -29.301  C28 1.080
42 H 5.809 -19.563 -31.263  C29 1.080
43 H 5.901 -17.411 -32.711  C30 1.080
44 H 4.914 -15.381 -31.860  C31 1.080
45 H 3.919 -12.717 -27.832  C36 1.080
46 H 3.487 -12.656 -25.286  C37 1.080
47 H 3.093 -15.020 -24.125  C38 1.080
48 H 3.141 -16.888 -25.200  C39 1.080
49 O -3.639 -17.696 -22.432  C50 1.213
50 C -4.117 -16.977 -21.581  O49 1.213, C51 1.458, C64 1.536
51 C -5.460 -17.346 -21.151  C50 1.458, C52 1.399, C56 1.390
52 C -6.025 -18.470 -21.763  C51 1.399, C53 1.404, H65 1.080
53 C -7.368 -18.794 -21.512  C52 1.404, C54 1.397, H66 1.080
54 C -8.042 -18.166 -20.462  C53 1.397, C55 1.389, H67 1.080
55 C -7.456 -17.101 -19.791  C54 1.389, C56 1.456, H68 1.080
56 C -6.131 -16.629 -20.167  C51 1.390, C55 1.456, C57 1.494
57 C -5.562 -15.473 -19.410  C56 1.494, O58 1.283, C59 1.554
58 O -6.269 -14.886 -18.514  C57 1.283
59 C -4.055 -15.193 -19.659  C57 1.554, C60 1.456, C64 1.453
60 C -3.278 -14.185 -18.953  C59 1.456, C61 1.360, H69 1.080
61 C -1.945 -14.071 -19.199  C60 1.360, C62 1.349, H70 1.080
62 C -1.261 -14.880 -20.035  C61 1.349, C63 1.442, H71 1.080
63 C -2.026 -15.730 -20.914  C62 1.442, C64 1.394, H72 1.080
64 C -3.386 -15.950 -20.704  C50 1.536, C59 1.453, C63 1.394
65 H -5.481 -19.203 -22.340  C52 1.080
66 H -7.939 -19.581 -21.983  C53 1.080
67 H -9.051 -18.407 -20.162  C54 1.080
68 H -7.965 -16.655 -18.949  C55 1.080
69 H -3.736 -13.585 -18.180  C60 1.080
70 H -1.305 -13.530 -18.518  C61 1.080
71 H -0.182 -14.868 -20.074  C62 1.080
72 H -1.446 -16.371 -21.562  C63 1.080
73 O -5.178 -19.679 -32.389  C74 1.231
74 C -4.590 -19.596 -31.310  O73 1.231, C75 1.574, C88 1.542
75 C -4.149 -18.229 -30.667  C74 1.574, C76 1.418, C80 1.371
76 C -4.285 -17.044 -31.434  C75 1.418, C77 1.404, H89 1.080
77 C -3.981 -15.785 -30.891  C76 1.404, C78 1.384, H90 1.080
78 C -3.380 -15.741 -29.645  C77 1.384, C79 1.376, H91 1.080
79 C -3.357 -16.862 -28.848  C78 1.376, C80 1.453, H92 1.080
80 C -3.686 -18.175 -29.377  C75 1.371, C79 1.453, C81 1.495
81 C -3.462 -19.413 -28.571  C80 1.495, O82 1.232, C83 1.464
82 O -3.202 -19.265 -27.376  C81 1.232
83 C -3.452 -20.692 -29.284  C81 1.464, C84 1.402, C88 1.403
84 C -2.873 -21.800 -28.651  C83 1.402, C85 1.413, H93 1.080
85 C -2.752 -22.986 -29.410  C84 1.413, C86 1.376, H94 1.080
86 C -3.356 -23.062 -30.644  C85 1.376, C87 1.370, H95 1.080
87 C -3.986 -21.984 -31.207  C86 1.370, C88 1.337, H96 1.080
88 C -4.047 -20.822 -30.548  C74 1.542, C83 1.403, C87 1.337
89 H -4.608 -17.130 -32.461  C76 1.080
90 H -4.027 -14.953 -31.578  C77 1.080
91 H -3.016 -14.843 -29.169  C78 1.080
92 H -3.088 -16.797 -27.804  C79 1.080
93 H -2.469 -21.692 -27.655  C84 1.080
94 H -2.475 -23.851 -28.826  C85 1.080
95 H -3.542 -23.952 -31.227  C86 1.080
96 H -4.296 -22.076 -32.237  C87 1.080
97 O 0.171 -17.156 -30.963  C98 1.210
98 C -0.004 -18.213 -31.525  O97 1.210, C99 1.523, C112 1.475
99 C 0.362 -19.544 -30.881  C98 1.523, C100 1.400, C104 1.432
100 C 0.889 -19.581 -29.584  C99 1.400, C101 1.359, H113 1.080
101 C 1.057 -20.767 -28.944  C100 1.359, C102 1.456, H114 1.080
102 C 0.555 -22.012 -29.508  C101 1.456, C103 1.404, H115 1.080
103 C 0.021 -21.961 -30.806  C102 1.404, C104 1.393, H116 1.080
104 C -0.132 -20.749 -31.477  C99 1.432, C103 1.393, C105 1.468
105 C -0.990 -20.756 -32.668  C104 1.468, O106 1.263, C107 1.497
106 O -1.569 -21.787 -33.113  C105 1.263
107 C -1.320 -19.473 -33.364  C105 1.497, C108 1.451, C112 1.470
108 C -2.176 -19.348 -34.529  C107 1.451, C109 1.421, H117 1.080
109 C -2.483 -18.039 -34.989  C108 1.421, C110 1.386, H118 1.080
110 C -2.088 -16.870 -34.359  C109 1.386, C111 1.341, H119 1.080
111 C -1.273 -16.984 -33.300  C110 1.341, C112 1.435, H120 1.080
112 C -0.848 -18.232 -32.735  C98 1.475, C107 1.470, C111 1.435
113 H 1.212 -18.647 -29.148  C100 1.080
114 H 1.390 -20.752 -27.916  C101 1.080
115 H 0.621 -23.017 -29.119  C102 1.080
116 H -0.332 -22.876 -31.257  C103 1.080
117 H -2.464 -20.266 -35.020  C108 1.080
118 H -3.016 -17.989 -35.926  C109 1.080
119 H -2.399 -15.929 -34.789  C110 1.080
120 H -0.859 -16.156 -32.743  C111 1.080
121 C -0.339 -24.948 -24.944  C122 1.558, H128 1.090, H129 1.090, H130 1.090
122 C -1.363 -23.888 -24.439  C121 1.558, N123 1.443, H131 1.090, H132 1.090
123 N -1.744 -22.870 -25.389  C122 1.443, C124 1.464, C126 1.501
124 C -2.772 -22.040 -24.759  N123 1.464, C125 1.529, H133 1.090, H134 1.090
125 C -4.168 -22.665 -24.754  C124 1.529, H135 1.090, H136 1.090, H137 1.090
126 C -0.533 -22.092 -25.816  N123 1.501, C127 1.575, H138 1.090, H139 1.090
127 C 0.415 -21.480 -24.718  C126 1.575, H140 1.090, H141 1.090, H142 1.090
128 H -0.857 -25.428 -25.775  C121 1.090
129 H -0.187 -25.688 -24.158  C121 1.090
130 H 0.572 -24.422 -25.228  C121 1.090
131 H -2.133 -24.387 -23.851  C122 1.090
132 H -0.748 -23.521 -23.617  C122 1.090
133 H -2.562 -21.797 -23.718  C124 1.090
134 H -2.725 -21.023 -25.147  C124 1.090
135 H -4.584 -21.933 -24.061  C125 1.090
136 H -4.504 -22.605 -25.790  C125 1.090
137 H -4.289 -23.712 -24.476  C125 1.090
138 H -0.896 -21.308 -26.481  C126 1.090
139 H -0.008 -22.734 -26.523  C126 1.090
140 H 0.816 -20.504 -24.992  C127 1.090
141 H 1.233 -22.132 -24.413  C127 1.090
142 H -0.209 -21.137 -23.892  C127 1.090
143 C -0.196 -13.364 -23.348  C144 1.481, H150 1.090, H151 1.090, H152 1.090
144 C -0.405 -12.287 -24.343  C143 1.481, N145 1.526, H153 1.090, H154 1.090
145 N -0.124 -12.670 -25.793  C144 1.526, C146 1.466, C148 1.480
146 C -0.386 -11.470 -26.595  N145 1.466, C147 1.543, H155 1.090, H156 1.090
147 C 0.888 -10.606 -26.703  C146 1.543, H157 1.090, H158 1.090, H159 1.090
148 C -0.859 -13.876 -26.233  N145 1.480, C149 1.582, H160 1.090, H161 1.090
149 C -0.382 -14.166 -27.714  C148 1.582, H162 1.090, H163 1.090, H164 1.090
150 H 0.779 -13.846 -23.408  C143 1.090
151 H -0.820 -14.257 -23.382  C143 1.090
152 H -0.239 -12.964 -22.335  C143 1.090
153 H -1.439 -11.943 -24.353  C144 1.090
154 H 0.151 -11.400 -24.038  C144 1.090
155 H -0.719 -11.677 -27.612  C146 1.090
156 H -1.302 -11.019 -26.215  C146 1.090
157 H 0.598 -9.652 -27.143  C147 1.090
158 H 1.262 -10.424 -25.695  C147 1.090
159 H 1.682 -11.109 -27.254  C147 1.090
160 H -1.882 -13.502 -26.287  C148 1.090
161 H -0.812 -14.740 -25.569  C148 1.090
162 H -0.567 -13.415 -28.482  C149 1.090
163 H -0.845 -15.023 -28.203  C149 1.090
164 H 0.697 -14.299 -27.791  C149 1.090
165 C -5.705 -16.450 -25.098  C166 1.536, H172 1.090, H173 1.090, H174 1.090
166 C -6.876 -15.765 -25.819  C165 1.536, N167 1.457, H175 1.090, H176 1.090
167 N -7.900 -16.764 -26.097  C166 1.457, C168 1.417, C170 1.476
168 C -8.894 -16.242 -26.962  N167 1.417, C169 1.491, H177 1.090, H178 1.090
169 C -9.941 -17.159 -27.496  C168 1.491, H179 1.090, H180 1.090, H181 1.090
170 C -8.539 -17.302 -24.880  N167 1.476, C171 1.581, H182 1.090, H183 1.090
171 C -9.089 -16.325 -23.765  C170 1.581, H184 1.090, H185 1.090, H186 1.090
172 H -5.977 -16.830 -24.113  C165 1.090
173 H -4.870 -15.751 -25.062  C165 1.090
174 H -5.327 -17.262 -25.720  C165 1.090
175 H -7.262 -14.988 -25.160  C166 1.090
176 H -6.704 -15.159 -26.708  C166 1.090
177 H -9.406 -15.476 -26.381  C168 1.090
178 H -8.539 -15.776 -27.881  C168 1.090
179 H -9.454 -17.886 -28.145  C169 1.090
180 H -10.506 -17.641 -26.698  C169 1.090
181 H -10.695 -16.639 -28.086  C169 1.090
182 H -7.805 -17.933 -24.379  C170 1.090
183 H -9.295 -18.078 -24.991  C170 1.090
184 H -9.775 -15.679 -24.314  C171 1.090
185 H -8.319 -15.644 -23.401  C171 1.090
186 H -9.574 -16.816 -22.922  C171 1.090
187 C -0.093 -17.904 -26.150  C188 1.530, H191 1.090, H192 1.090, H193 1.090
188 C -0.954 -17.547 -24.936  C187 1.530, N189 1.344, O190 1.198
189 N -2.287 -17.709 -24.994  C188 1.344, H194 1.010, H195 1.010
190 O -0.463 -17.036 -23.970  C188 1.198
191 H -0.444 -17.103 -26.800  C187 1.090
192 H -0.410 -18.916 -26.405  C187 1.090
193 H 0.949 -17.741 -25.876  C187 1.090
194 H -2.710 -18.198 -25.769  N189 1.010
195 H -2.926 -17.258 -24.356  N189 1.010